# 1
Formula: C9H17BN2O3
Source: the Open Molecules 2025 dataset
Level of theory: the ωB97M-V functional and the def2-TZVPD basis

For the energy relative to the best compared isomer or geometry (same formula, charge and spin), the calculation gives 35.0 kcal per mole. The value obtained for the total energy is -19409.3146 eV. The net charge is 0. The calculation puts the HOMO-LUMO gap at 9.150 eV. Its lowest unoccupied orbital energy is 0.47 eV. Its structure (SMILES) is O=C([C@@H]1CCCN1)N1CCC[C@H]1B(O)O.

Last column: Mulliken charge in e.
Positions of all 32 atoms, in Å:
1 O 0.88 -1.85 -1.98  -0.638
2 O -0.92 -0.46 -2.74  -0.561
3 O 0.05 1.75 1.74  -0.626
4 N -1.52 -1.06 0.31  -0.361
5 N 1.02 0.48 -0.01  0.570
6 C 3.31 0.76 -0.73  -0.551
7 C -0.09 0.96 0.83  0.166
8 C -2.40 0.71 1.73  -0.751
9 C -2.09 -1.73 1.50  -0.585
10 C -3.14 -0.65 2.01  -0.675
11 C 2.40 0.80 -1.92  -0.534
12 C 2.35 0.64 0.49  -0.767
13 C 0.96 0.67 -1.43  -0.698
14 C -1.45 0.45 0.52  -0.034
15 B 0.23 -0.66 -2.00  0.691
16 H -1.19 -1.30 -3.21  0.304
17 H 3.83 1.77 -0.81  0.202
18 H -2.68 -2.60 1.31  0.374
19 H 2.43 1.52 1.19  0.307
20 H 0.34 1.59 -1.66  0.289
21 H 2.79 -0.04 -2.54  0.189
22 H 4.11 0.03 -0.71  0.383
23 H -3.42 -0.79 3.06  0.363
24 H -3.17 1.55 1.63  0.299
25 H 1.61 -1.82 -1.34  0.343
26 H 2.53 1.68 -2.64  0.406
27 H -0.48 -1.25 0.30  0.236
28 H -1.84 0.97 -0.30  0.487
29 H -1.34 -1.87 2.29  0.310
30 H 2.69 -0.28 1.08  0.255
31 H -1.79 0.82 2.64  0.285
32 H -4.02 -0.82 1.39  0.322

=====

# 2
Formula: C9H17BO
Source: the Open Molecules 2025 dataset
Level of theory: the ωB97M-V functional and the def2-TZVPD basis

For the energy relative to the best compared isomer or geometry (same formula, charge and spin), the calculation gives 86.0 kcal per mole. The value obtained for the total energy is -12326.5817 eV. The net charge is 0. The calculation puts the HOMO-LUMO gap (spin up / spin down) at 5.632 / 7.399 eV. Its lowest unoccupied orbital energy (spin up / spin down) is 0.27 / 0.57 eV.

Last column: Mulliken charge in e.
Positions of all 28 atoms, in Å:
1 O -1.78 0.31 -0.19  -0.240
2 C 1.59 -1.91 0.17  -0.865
3 C 0.49 3.04 0.04  -0.795
4 C 0.25 1.99 -0.77  0.096
5 C 2.49 -0.99 0.14  0.942
6 C -2.78 -0.45 0.21  0.505
7 C 3.06 -0.49 -1.18  -1.382
8 C -3.91 0.50 0.73  -1.339
9 C 3.01 -0.37 1.42  -1.222
10 C -3.05 -1.60 -0.60  -1.132
11 B -0.83 1.03 -0.39  0.374
12 H -2.99 -1.33 -1.68  0.265
13 H 2.22 0.11 1.95  0.304
14 H 4.08 -0.63 -1.33  0.454
15 H -4.38 0.98 -0.03  0.330
16 H -4.61 -0.19 1.36  0.358
17 H 1.10 1.61 -1.46  0.112
18 H -2.39 -2.38 -0.43  0.307
19 H -3.32 1.11 1.34  0.382
20 H 2.58 -1.11 -1.94  0.337
21 H 2.89 0.61 -1.37  0.256
22 H 1.30 3.84 -0.05  0.254
23 H 3.46 -1.20 2.11  0.315
24 H 0.98 -2.12 -0.73  0.274
25 H 3.86 0.29 1.08  0.313
26 H -4.10 -1.73 -0.37  0.333
27 H -0.26 3.21 0.88  0.169
28 H 1.06 -2.14 1.09  0.296

=====

# 3
Formula: C9H17Br3O4S2
Source: the Open Molecules 2025 dataset
Level of theory: the ωB97M-V functional and the def2-TZVPD basis

For the energy relative to the best compared isomer or geometry (same formula, charge and spin), the calculation gives 21.7 kcal per mole. The value obtained for the total energy is -249593.9537 eV. The net charge is 0. The calculation puts the HOMO-LUMO gap at 9.815 eV. Its lowest unoccupied orbital energy is -0.45 eV.

Last column: Mulliken charge in e.
Positions of all 35 atoms, in Å:
1 Br -8.76 5.03 4.81  -0.032
2 Br -6.48 2.61 5.13  0.001
3 Br -9.57 2.20 4.08  -0.018
4 S -1.90 -2.58 -1.35  1.100
5 S 4.37 1.40 -0.32  1.098
6 O -2.70 -3.49 -2.15  -0.642
7 O 4.58 2.33 0.79  -0.640
8 O -0.56 -2.96 -0.90  -0.655
9 O 3.36 1.61 -1.28  -0.613
10 C 6.02 1.23 -1.16  -0.683
11 C -2.92 -2.17 0.07  -0.731
12 C -1.99 -0.93 -2.04  -0.661
13 C -2.83 0.01 -1.17  -0.542
14 C 6.60 -0.15 -0.83  -0.568
15 C -7.99 3.33 4.09  -0.308
16 C 5.46 -1.11 -0.35  -0.710
17 C -3.75 -0.90 -0.39  -0.614
18 C 4.39 -0.33 0.42  -0.727
19 H -2.11 -1.92 0.76  0.333
20 H -2.20 0.44 -0.39  0.280
21 H 6.58 2.15 -1.03  0.409
22 H -4.56 -1.22 -1.04  0.324
23 H 4.82 -1.46 -1.16  0.296
24 H -7.72 3.47 3.04  0.357
25 H -3.38 -3.05 0.51  0.429
26 H 5.72 1.21 -2.21  0.318
27 H 7.35 -0.61 -1.47  0.379
28 H -2.51 -1.12 -2.98  0.326
29 H 4.83 -0.14 1.40  0.307
30 H 5.83 -2.07 -0.01  0.410
31 H 3.36 -0.67 0.53  0.476
32 H -3.34 0.80 -1.72  0.311
33 H -0.98 -0.59 -2.25  0.399
34 H 7.11 0.01 0.12  0.249
35 H -4.15 -0.35 0.46  0.342

=====

# 4
Formula: C9H17CeClINO2P
Source: the Open Molecules 2025 dataset
Level of theory: the ωB97M-V functional and the def2-TZVPD basis

For the energy relative to the best compared isomer or geometry (same formula, charge and spin), the calculation gives 9.5 kcal per mole. The value obtained for the total energy is -58021.4646 eV. The net charge is +2. The calculation puts the HOMO-LUMO gap (spin up / spin down) at 5.937 / 5.949 eV. Its lowest unoccupied orbital energy (spin up / spin down) is -8.91 / -8.92 eV. The spin multiplicity is 2.

Last column: Mulliken charge in e.
Positions of all 33 atoms, in Å:
1 Ce -0.70 0.19 0.89  1.122
2 I 0.96 2.64 -0.17  -0.258
3 Cl -3.12 0.38 0.15  -0.398
4 P 0.08 0.27 -3.11  0.792
5 O 3.19 -0.03 1.17  -0.174
6 O 0.98 -0.59 -0.65  -0.525
7 N -0.70 -0.12 3.16  -0.425
8 C -0.44 -0.66 -4.54  -1.245
9 C 0.13 -0.78 -1.61  0.449
10 C -0.84 -1.93 -1.47  -0.787
11 C 2.05 -0.02 1.35  0.293
12 C -1.15 1.52 -2.84  -0.873
13 C 1.74 0.84 -3.22  -0.975
14 C 0.67 0.30 6.32  -1.122
15 C -0.52 -0.49 5.73  -0.156
16 C -0.65 -0.23 4.33  0.342
17 H -0.35 -1.58 5.86  0.275
18 H -1.42 1.94 -3.82  0.420
19 H -0.75 2.32 -2.20  0.191
20 H -2.04 1.10 -2.35  0.387
21 H -0.28 -0.01 -5.41  0.433
22 H 1.87 1.18 -4.25  0.438
23 H -1.46 -0.21 6.24  0.303
24 H 1.63 -0.08 5.93  0.333
25 H -1.51 -0.91 -4.48  0.436
26 H 1.91 1.66 -2.50  0.125
27 H -0.29 -2.86 -1.71  0.369
28 H 2.44 0.02 -3.01  0.410
29 H 0.63 1.37 6.06  0.360
30 H -1.68 -1.84 -2.18  0.349
31 H 0.18 -1.56 -4.64  0.422
32 H -1.26 -2.05 -0.45  0.350
33 H 0.69 0.22 7.42  0.341

=====

Q: energy relative to the best compared isomer or geometry (same formula, charge and spin) of number 3 (C9H17Br3O4S2)?
A: 21.7 kcal per mole